1.
Below is a molecular structure, C34H16F18FeGeN7S4, with properties calculated with the ωB97M-V functional and the def2-TZVPD basis.

Its spin multiplicity is 6. As for the expectation value of S²: 8.80. Its net charge is +2. The HOMO energy (spin up / spin down) comes out at -0.490 / -0.487 Ha. As for the relative energy (zero: lowest compared OMol25 entry of this formula, charge and spin): 24.1 kcal/mol. For the HOMO-LUMO gap (spin up / spin down), the calculation gives 7.0 / 4.2 eV.

Geometry as XYZ:
```
81
Properties=species:S:1:pos:R:3:lowdin_charge:R:1
Fe 0.336 0.045 -0.044 0.25
N -0.194 -3.390 0.941 0.19
C -1.151 -2.555 1.309 -0.62
N -1.171 -1.276 0.998 0.00
C -2.217 -0.639 1.597 -0.30
C -3.067 -1.455 2.334 -0.26
S -2.520 -3.056 2.304 1.19
C -2.302 0.772 1.420 -0.29
C -3.269 1.612 1.957 -0.27
S -2.970 3.215 1.525 1.19
C -1.547 2.696 0.620 -0.60
N -1.331 1.387 0.672 0.05
N -0.785 3.560 -0.027 0.16
H 0.665 -2.991 0.579 0.08
H -0.155 -4.337 1.283 0.13
H -3.945 -1.178 2.884 0.10
H -4.109 1.347 2.569 0.10
H -1.040 4.531 -0.101 0.13
H -0.049 3.178 -0.629 -0.01
F -0.919 -4.605 -5.146 0.17
C -0.721 -3.317 -5.441 -0.60
F -1.819 -2.866 -6.053 0.17
F 0.294 -3.239 -6.296 0.17
C -0.456 -2.526 -4.173 -0.07
C 0.775 -1.951 -3.921 0.05
C 0.951 -1.256 -2.735 -0.13
N -0.017 -1.126 -1.820 -0.04
C -1.204 -1.696 -2.075 -0.10
C -1.469 -2.399 -3.232 0.04
H 1.586 -2.036 -4.629 0.13
H 1.899 -0.798 -2.497 0.09
H -1.969 -1.572 -1.325 0.10
H -2.444 -2.834 -3.399 0.14
F 4.734 -1.521 5.476 0.10
C 4.487 -2.583 4.697 -0.27
C 3.714 -2.398 3.561 -0.15
C 3.468 -3.524 2.803 -0.21
F 2.710 -3.476 1.685 0.03
C 3.970 -4.773 3.142 -0.13
F 3.697 -5.831 2.382 0.13
C 4.749 -4.916 4.280 -0.11
F 5.232 -6.099 4.611 0.17
C 5.013 -3.804 5.075 -0.13
F 5.747 -3.927 6.166 0.16
Ge 3.094 -0.571 3.245 0.77
S 1.918 -0.443 1.407 0.33
C 4.677 0.587 2.984 -0.11
C 4.579 1.918 2.600 -0.22
F 3.383 2.487 2.349 0.04
C 5.674 2.746 2.428 -0.13
F 5.497 4.025 2.086 0.11
C 6.956 2.247 2.597 -0.12
F 8.007 3.027 2.425 0.17
C 7.108 0.909 2.927 -0.13
F 8.317 0.394 3.063 0.16
C 5.980 0.114 3.105 -0.20
F 6.227 -1.171 3.377 0.11
C 1.858 -0.063 4.705 -0.12
C 1.124 1.117 4.642 -0.24
F 1.256 1.947 3.601 0.06
C 0.202 1.497 5.604 -0.14
F -0.480 2.632 5.473 0.13
C -0.025 0.674 6.696 -0.13
F -0.908 1.016 7.621 0.16
C 0.663 -0.526 6.790 -0.14
F 0.433 -1.340 7.808 0.15
C 1.571 -0.878 5.798 -0.20
F 2.136 -2.081 5.940 0.11
C 2.907 3.302 -3.937 -0.01
N 3.220 3.486 -2.530 -0.12
C 4.197 4.322 -2.028 -0.01
C 4.189 4.196 -0.682 -0.03
N 3.204 3.281 -0.381 0.11
C 2.614 2.852 -1.513 -0.68
S 1.303 1.769 -1.690 0.71
H 3.511 3.998 -4.511 0.10
H 1.850 3.499 -4.110 0.09
H 3.138 2.281 -4.238 0.10
H 4.804 4.930 -2.671 0.14
H 4.794 4.661 0.073 0.12
H 2.978 2.930 0.543 0.13
```

2.
Below is a molecular structure, C34H22BeN8Te, with properties calculated with the ωB97M-V functional and the def2-TZVPD basis.

Its net charge is 0. The HOMO energy (spin up / spin down) comes out at -0.228 / -0.228 Ha. For the HOMO-LUMO gap (spin up / spin down), the calculation gives 4.8 / 4.8 eV.

Geometry as XYZ:
```
66
Properties=species:S:1:pos:R:3:lowdin_charge:R:1
Be 0.097 -0.186 -0.127 0.05
C 1.635 -2.679 -5.970 -0.08
C 0.633 -3.607 -5.672 -0.08
C -0.102 -3.523 -4.500 -0.01
C 0.196 -2.481 -3.634 -0.10
C -0.321 -2.096 -2.331 -0.26
N 0.352 -1.018 -1.837 0.14
C 1.246 -0.648 -2.798 -0.26
N 2.019 0.413 -2.796 0.21
C 2.108 1.179 -1.732 -0.26
C 2.947 2.366 -1.718 -0.11
C 3.728 2.971 -2.691 -0.01
C 4.432 4.106 -2.326 -0.08
C 4.360 4.615 -1.024 -0.08
C 3.586 4.003 -0.053 -0.01
C 2.874 2.870 -0.420 -0.10
C 1.996 1.967 0.305 -0.29
N 1.769 2.106 1.590 0.21
C 1.007 1.252 2.239 -0.27
N 0.287 0.217 1.719 0.14
C -0.371 -0.363 2.765 -0.28
N -1.292 -1.300 2.705 0.21
C -1.645 -1.819 1.553 -0.29
N -1.060 -1.616 0.336 0.12
C -1.704 -2.435 -0.547 -0.27
N -1.349 -2.706 -1.783 0.21
C -2.805 -3.128 0.101 -0.10
C -3.782 -3.992 -0.370 -0.01
C -4.714 -4.458 0.542 -0.08
C -4.663 -4.080 1.889 -0.08
C -3.682 -3.224 2.360 -0.01
C -2.755 -2.750 1.442 -0.11
C -0.027 0.287 4.018 -0.11
C -0.422 0.082 5.334 -0.01
C 0.074 0.948 6.292 -0.08
C 0.939 1.995 5.951 -0.08
C 1.333 2.198 4.640 -0.01
C 0.838 1.327 3.679 -0.11
N 1.524 0.983 -0.516 0.13
C 1.198 -1.559 -3.931 -0.10
C 1.933 -1.640 -5.104 -0.01
H 2.188 -2.779 -6.895 0.10
H 0.433 -4.409 -6.371 0.10
H -0.878 -4.238 -4.260 0.11
H 3.779 2.563 -3.691 0.11
H 5.052 4.610 -3.057 0.10
H 4.927 5.502 -0.773 0.10
H 3.532 4.389 0.957 0.11
H -3.807 -4.277 -1.414 0.11
H -5.498 -5.126 0.211 0.10
H -5.408 -4.466 2.573 0.10
H -3.627 -2.926 3.399 0.11
H -1.088 -0.729 5.595 0.11
H -0.210 0.818 7.329 0.10
H 1.301 2.656 6.728 0.10
H 2.001 3.002 4.363 0.11
H 2.707 -0.916 -5.321 0.11
C -2.857 1.436 1.112 -0.39
Te -1.846 1.412 -0.773 1.34
C -1.098 3.398 -0.437 -0.40
H -3.613 2.217 1.108 0.01
H -2.131 1.626 1.899 0.00
H -3.333 0.473 1.280 0.00
H -0.385 3.386 0.383 0.00
H -1.940 4.037 -0.184 0.00
H -0.617 3.764 -1.341 0.01
```

3.
Below is a molecular structure, C34H22BrIN4O9S2Y at a distorted geometry, with properties calculated with the ωB97M-V functional and the def2-TZVPD basis.

Its net charge is -1. The HOMO energy comes out at -0.201 Ha. As for the relative energy (zero: lowest compared OMol25 entry of this formula, charge and spin): 18.7 kcal/mol. For the HOMO-LUMO gap, the calculation gives 7.7 eV.

Geometry as XYZ:
```
74
Properties=species:S:1:pos:R:3:lowdin_charge:R:1
Y 0.234 0.400 -0.190 1.35
O -1.780 -3.281 1.900 0.06
C -0.858 -4.181 1.509 -0.26
C -1.151 -5.526 1.750 -0.02
C -0.266 -6.512 1.372 -0.10
C 0.935 -6.183 0.746 -0.10
C 1.230 -4.855 0.518 -0.04
C 0.355 -3.832 0.896 -0.08
C 0.731 -2.416 0.647 -0.41
O -0.204 -1.506 0.841 -0.25
N 1.957 -2.171 0.284 0.08
N 2.158 -0.803 0.125 -0.09
C 3.320 -0.397 -0.219 -0.06
C 3.668 1.012 -0.364 -0.15
C 4.926 1.301 -0.902 -0.06
C 5.365 2.597 -1.081 -0.12
C 4.524 3.641 -0.693 -0.10
C 3.284 3.393 -0.146 -0.02
C 2.807 2.080 0.024 -0.36
O 1.623 1.863 0.540 -0.25
H -1.469 -2.406 1.579 0.07
H -2.093 -5.759 2.228 0.11
H -0.515 -7.550 1.557 0.10
H 1.625 -6.956 0.435 0.09
H 2.154 -4.566 0.038 0.10
H 4.100 -1.139 -0.401 0.13
H 5.561 0.470 -1.191 0.10
H 6.338 2.795 -1.510 0.09
H 4.851 4.667 -0.822 0.10
H 2.631 4.202 0.157 0.11
O -5.681 0.885 -0.880 -0.29
S -4.860 2.061 -0.923 0.62
O -5.371 3.267 -0.322 -0.32
N -3.356 1.748 -0.373 0.00
C -2.458 1.946 -1.301 -0.50
O -1.205 1.813 -1.148 -0.15
C -3.002 2.370 -2.635 -0.13
C -2.314 2.685 -3.792 0.00
C -3.058 3.024 -4.916 -0.07
C -4.450 3.054 -4.869 -0.08
C -5.136 2.760 -3.694 -0.03
C -4.377 2.419 -2.593 -0.21
H -1.232 2.660 -3.807 0.12
H -2.552 3.268 -5.842 0.10
H -5.008 3.318 -5.759 0.10
H -6.216 2.787 -3.649 0.12
Br -4.489 2.568 3.087 0.73
C -3.245 3.649 2.154 -0.75
C -3.693 4.864 1.659 -0.15
C -2.834 5.680 0.943 -0.08
C -1.521 5.288 0.724 -0.08
C -1.071 4.072 1.212 -0.15
C -1.937 3.250 1.926 -0.73
I -1.234 1.383 2.459 1.12
H -4.724 5.149 1.812 0.10
H -3.200 6.615 0.541 0.10
H -0.848 5.916 0.155 0.10
H -0.057 3.737 1.028 0.08
O -1.332 -2.827 -3.055 -0.28
S -1.417 -1.400 -2.956 0.64
O -2.635 -0.828 -2.453 -0.26
N -0.123 -0.775 -2.166 -0.14
C 0.511 0.169 -2.903 -0.52
O 1.339 0.930 -2.392 0.01
C 0.053 0.197 -4.328 -0.14
C 0.549 0.942 -5.383 -0.01
C -0.079 0.817 -6.615 -0.07
C -1.178 -0.027 -6.777 -0.07
C -1.672 -0.772 -5.713 -0.02
C -1.028 -0.637 -4.499 -0.21
H 1.394 1.602 -5.236 0.12
H 0.284 1.382 -7.465 0.10
H -1.653 -0.103 -7.746 0.10
H -2.529 -1.422 -5.826 0.12
```

4.
Below is a molecular structure, C34H23BrN8SSe5Y, with properties calculated with the ωB97M-V functional and the def2-TZVPD basis.

Its net charge is +1. The HOMO energy comes out at -0.351 Ha. As for the relative energy (zero: lowest compared OMol25 entry of this formula, charge and spin): 2.7 kcal/mol. For the HOMO-LUMO gap, the calculation gives 5.9 eV.

Geometry as XYZ:
```
73
Properties=species:S:1:pos:R:3:lowdin_charge:R:1
Y 0.056 1.487 -0.526 0.87
Br -4.310 1.152 5.924 0.78
C -2.862 1.256 4.720 -0.69
C -3.024 1.903 3.505 -0.10
C -1.966 1.966 2.615 -0.02
C -0.740 1.400 2.944 -0.27
C -0.588 0.747 4.165 -0.02
C -1.648 0.675 5.054 -0.11
N 0.327 1.449 1.999 0.02
C 1.488 1.733 2.449 -0.09
C 2.689 1.682 1.617 -0.31
C 3.924 1.947 2.183 0.01
C 5.057 1.847 1.389 -0.02
C 4.902 1.460 0.073 -0.01
C 3.622 1.212 -0.412 -0.13
N 2.530 1.336 0.328 -0.01
H -3.972 2.361 3.256 0.11
H -2.080 2.493 1.678 0.09
H 0.347 0.259 4.412 0.12
H -1.536 0.159 5.996 0.11
H 1.628 2.007 3.495 0.15
H 3.991 2.232 3.224 0.12
H 6.036 2.061 1.795 0.12
H 5.751 1.358 -0.588 0.12
H 3.474 0.925 -1.444 0.07
Se -8.085 1.004 -1.336 1.17
N -6.936 2.366 -1.339 -0.22
C -5.753 1.867 -1.103 -0.34
C -4.540 2.665 -1.026 -0.07
C -4.578 4.048 -1.211 0.03
C -3.406 4.751 -1.108 0.00
C -2.232 4.062 -0.832 -0.16
N -2.164 2.742 -0.669 0.00
C -3.317 2.042 -0.762 -0.16
C -3.250 0.587 -0.556 -0.15
N -2.041 0.038 -0.307 0.03
C -1.996 -1.282 -0.131 -0.10
C -3.100 -2.119 -0.184 -0.01
C -4.331 -1.568 -0.440 0.03
C -4.413 -0.191 -0.632 -0.07
C -5.689 0.448 -0.907 -0.34
N -6.820 -0.201 -0.988 -0.22
H -5.524 4.529 -1.421 0.13
H -3.371 5.824 -1.234 0.12
H -1.300 4.596 -0.719 -0.03
H -1.027 -1.711 0.058 0.09
H -2.972 -3.181 -0.029 0.12
H -5.231 -2.165 -0.499 0.13
Se -0.549 0.986 -3.202 0.04
Se 1.482 2.143 -3.135 -0.03
Se 0.987 4.342 -2.457 0.03
Se 1.085 4.128 -0.126 0.04
S 3.398 -4.727 -0.069 1.05
C 2.517 -3.233 -0.277 -0.50
C 1.997 -2.633 0.878 -0.07
C 1.281 -1.467 0.762 -0.16
N 1.034 -0.852 -0.407 -0.06
C 1.523 -1.439 -1.505 -0.14
C 2.264 -2.607 -1.492 -0.03
C 4.010 -5.031 -1.714 -0.54
C 5.151 -4.389 -2.173 -0.08
C 5.583 -4.669 -3.462 -0.13
N 4.967 -5.524 -4.272 0.08
C 3.886 -6.144 -3.813 -0.13
C 3.363 -5.933 -2.543 -0.07
H 2.160 -3.071 1.854 0.11
H 0.879 -0.993 1.650 0.10
H 1.292 -0.950 -2.444 0.04
H 2.624 -3.014 -2.426 0.11
H 5.694 -3.695 -1.546 0.11
H 6.469 -4.184 -3.857 0.11
H 3.408 -6.842 -4.490 0.11
H 2.478 -6.458 -2.211 0.11
```